*w*
Formula: C7H14N2
Source: the OMol25 dataset
Level of theory: ωB97M-V/def2-TZVPD

Geometry as XYZ:
```
23
Properties=species:S:1:pos:R:3
C -1.5151 2.4833 0.7934
C -1.8058 1.7231 -0.4433
C -2.5965 0.5727 -0.8684
N -2.7059 0.6513 -2.2600
C -2.1624 1.8552 -2.6886
N -1.6056 2.4454 -1.5911
H -0.5973 3.0642 0.6554
H -1.1963 1.8509 1.6253
H -2.3049 3.1110 1.1419
H -2.9541 -0.1527 -0.2023
H -3.1416 -0.0768 -2.7939
H -2.1067 1.9696 -3.7712
C 2.2199 -2.7512 1.8529
C 2.5337 -1.3620 1.2982
C 2.1157 -1.2046 -0.1973
H 2.6453 -3.5486 1.1818
H 1.1055 -2.9258 1.7101
H 2.4840 -2.8384 2.9436
H 1.8387 -0.6034 1.6771
H 3.4690 -0.8416 1.4293
H 1.2384 -1.8898 -0.2870
H 1.9993 -0.1846 -0.4850
H 3.0428 -1.3473 -0.7208
```

The LUMO energy comes out at 0.83 eV. The frontier orbital gap comes out at 9.220 eV. As for the SMILES: Cc1c[nH]cn1.CCC. Its total charge is 0. Its HOMO energy is -8.392 eV. The calculation puts the molar mass at 126.2 g/mol.

=====

*x*
Formula: C7H14N2
Source: the OMol25 dataset
Level of theory: ωB97M-V/def2-TZVPD

Geometry as XYZ:
```
23
Properties=species:S:1:pos:R:3
C -2.4356 -0.3270 -2.9836
C -2.2567 -0.1175 -1.5304
C -1.9826 1.0744 -0.9034
N -1.7421 0.7691 0.4226
C -1.9218 -0.5670 0.5552
N -2.2236 -1.1241 -0.5766
H -2.3206 -1.3358 -3.3847
H -1.6385 0.1418 -3.5738
H -3.4117 0.0314 -3.3127
H -2.0975 2.0843 -1.2578
H -1.2972 1.4980 0.9503
H -1.6896 -1.0780 1.4751
C 2.2498 1.0146 0.4930
C 2.6540 0.0918 1.6944
C 2.0235 -1.3213 1.7377
H 3.1139 1.5532 0.1327
H 1.5344 1.6728 1.0026
H 1.6158 0.5193 -0.2391
H 3.7337 -0.0461 1.6275
H 2.4064 0.5741 2.6343
H 1.1975 -1.4473 1.0266
H 2.7319 -2.0139 1.2741
H 1.7567 -1.6468 2.7361
```

The LUMO energy comes out at 0.83 eV. The frontier orbital gap comes out at 9.416 eV. As for the SMILES: Cc1c[nH]cn1.CCC. Its total charge is 0. Its HOMO energy is -8.591 eV. The calculation puts the molar mass at 126.2 g/mol.

=====

Most stable: *x* (next structure +22.8 kcal/mol)

=====

*w*
Formula: C9H36N18O9
Source: the OMol25 dataset
Level of theory: ωB97M-V/def2-TZVPD

Geometry as XYZ:
```
72
Properties=species:S:1:pos:R:3
N -16.4892 -23.0061 3.1811
C -16.0128 -23.4931 2.0345
N -16.8814 -23.1723 1.1736
O -15.0623 -24.2225 1.8613
H -16.2284 -23.4756 4.0364
H -17.2773 -22.3745 3.1888
H -16.8407 -23.5031 0.2202
H -17.6164 -22.5642 1.5053
N -10.0300 -26.0915 8.1230
C -10.3412 -25.0678 8.7849
N -10.5545 -23.9781 8.0842
O -10.5644 -25.1824 9.9692
H -9.8572 -26.0303 7.1298
H -9.9617 -26.9723 8.6126
H -10.2850 -23.9932 7.1109
H -11.1361 -23.2213 8.4145
N -17.2216 -24.8141 10.5405
C -16.8213 -24.7574 9.2748
N -17.4005 -23.8084 8.6223
O -15.9810 -25.4250 8.7556
H -18.0359 -24.2800 10.8083
H -16.8068 -25.4610 11.1959
H -17.8852 -23.1371 9.2006
H -17.3728 -23.6536 7.6247
N -9.9220 -20.0464 8.6419
C -11.0588 -20.4532 9.1069
N -10.9015 -21.1942 10.1495
O -12.1457 -20.3288 8.6134
H -9.0631 -20.1879 9.1541
H -9.9761 -19.6232 7.7264
H -11.7002 -21.3586 10.7454
H -9.9672 -21.2029 10.5330
N -20.0117 -18.8975 7.0585
C -18.9413 -18.2413 6.8568
N -17.9396 -19.0351 7.1558
O -18.8271 -17.1145 6.4252
H -20.8889 -18.5313 6.7171
H -19.8600 -19.8815 7.2281
H -17.0311 -18.6537 6.9340
H -18.1940 -19.6460 7.9188
N -15.2887 -21.6329 8.0852
C -14.7327 -22.3561 7.1253
N -13.4485 -22.4090 7.2734
O -15.2622 -22.8670 6.1820
H -14.7279 -21.2902 8.8521
H -16.2595 -21.3957 7.9392
H -13.0699 -22.6592 6.3711
H -13.0253 -21.8317 7.9860
N -19.8339 -21.7793 5.7532
C -18.7026 -22.3671 5.7282
N -17.7168 -21.5060 5.6713
O -18.5990 -23.5452 5.8643
H -20.6326 -22.3943 5.8167
H -19.8954 -20.8575 5.3452
H -16.9613 -22.0464 6.0678
H -17.9113 -20.5369 5.8790
N -13.2434 -26.8577 6.8799
C -13.2387 -26.8505 5.5834
N -13.9752 -25.8291 5.2363
O -12.7754 -27.6651 4.7856
H -13.9495 -26.2830 7.3173
H -12.9120 -27.6828 7.3589
H -14.0888 -25.5902 4.2615
H -14.4158 -25.2154 5.9066
N -20.4084 -22.3378 9.2213
C -19.6893 -21.3373 9.7574
N -20.4610 -20.7987 10.5999
O -18.5782 -21.0415 9.5003
H -21.2338 -22.4399 9.7943
H -20.0259 -23.0609 8.6289
H -21.4251 -20.6139 10.3621
H -19.9862 -20.0207 11.0351
```

The LUMO energy comes out at -0.12 eV. The frontier orbital gap comes out at 8.496 eV. As for the SMILES: NC(N)=O.NC(N)=O.NC(N)=O.NC(N)=O.NC(N)=O.NC(N)=O.NC(N)=O.NC(N)=O.NC(N)=O. Its total charge is 0. Its HOMO energy is -8.615 eV. The calculation puts the molar mass at 540.5 g/mol.

=====

*x*
Formula: C9H36N18O9
Source: the OMol25 dataset
Level of theory: ωB97M-V/def2-TZVPD

Geometry as XYZ:
```
72
Properties=species:S:1:pos:R:3
N 1.7759 2.1876 4.6749
C 1.4552 1.0027 4.3066
N 1.7843 0.7823 3.0778
O 1.0745 0.1318 5.0428
H 1.5384 2.6162 5.5580
H 1.9438 2.8354 3.9184
H 1.9052 -0.1958 2.8568
H 2.1339 1.5251 2.4895
N 0.3267 -4.6540 0.0610
C -0.7700 -4.4959 -0.5312
N -1.1164 -5.5415 -1.2889
O -1.4617 -3.4692 -0.4699
H 0.6345 -3.8044 0.5121
H 0.8874 -5.4941 0.0620
H -0.4581 -6.2710 -1.5222
H -1.9713 -5.6472 -1.8162
N 1.8383 -3.3763 -3.7257
C 2.2965 -2.4550 -2.8737
N 3.2442 -2.8415 -2.0701
O 1.7983 -1.3736 -2.8305
H 2.1370 -4.3398 -3.7756
H 1.1957 -3.2274 -4.4904
H 3.6002 -2.1311 -1.4467
H 3.6081 -3.7646 -2.2586
N 0.8048 0.6559 0.2978
C -0.1765 -0.1240 0.4630
N -0.1307 -1.0465 -0.5377
O -1.1703 0.1321 1.1744
H 1.5881 0.1660 -0.1104
H 0.8580 1.5064 0.8400
H 0.6751 -1.2201 -1.1215
H -0.9124 -1.6858 -0.5204
N -3.7418 -0.5093 0.7479
C -4.8758 0.0667 0.9136
N -4.7134 1.1606 1.5019
O -5.8943 -0.3030 0.3713
H -3.8899 -1.3825 0.2625
H -2.8396 -0.1524 1.0286
H -3.7861 1.3261 1.8663
H -5.3747 1.8921 1.7206
N 4.0933 4.7168 2.2786
C 3.4459 3.8933 1.5493
N 4.0217 3.8435 0.4111
O 2.3565 3.4826 1.8207
H 5.0372 5.0182 2.0825
H 3.7046 4.5215 3.1901
H 4.8268 4.3919 0.1443
H 3.6652 3.3344 -0.3850
N -1.7010 1.7917 4.0791
C -1.8677 3.0617 4.0348
N -1.8281 3.4148 2.7806
O -2.1949 3.7780 4.9784
H -1.5746 1.2330 3.2472
H -2.0436 1.2826 4.8813
H -1.5636 4.3705 2.5887
H -1.5011 2.7149 2.1300
N 1.5121 1.9728 -3.1488
C 2.3213 2.7003 -2.4927
N 2.2635 4.0002 -2.7307
O 2.9780 2.1822 -1.6016
H 0.8017 2.5493 -3.5768
H 1.6478 0.9758 -3.0617
H 1.4574 4.2530 -3.2842
H 2.8839 4.5969 -2.2024
N -2.7641 -3.0232 -3.0397
C -3.3977 -3.8672 -3.8828
N -4.4454 -3.2480 -4.4239
O -3.2359 -5.0760 -3.8657
H -3.2225 -2.1360 -2.8884
H -2.0862 -3.3103 -2.3482
H -4.9080 -3.6600 -5.2217
H -4.5038 -2.2399 -4.4004
```

The LUMO energy comes out at -0.27 eV. The frontier orbital gap comes out at 8.190 eV. As for the SMILES: NC(N)=O.NC(N)=O.NC(N)=O.NC(N)=O.NC(N)=O.NC(N)=O.NC(N)=O.NC(N)=O.NC(N)=O. Its total charge is 0. Its HOMO energy is -8.463 eV. The calculation puts the molar mass at 540.5 g/mol.

=====

Most stable: *x* (next structure +14.7 kcal/mol)

=====

*w*
Formula: C2H4ClNO
Source: the OMol25 dataset
Level of theory: ωB97M-V/def2-TZVPD

Geometry as XYZ:
```
9
Properties=species:S:1:pos:R:3
C -0.4620 -0.0875 -0.7155
C 0.2859 -0.0567 0.5152
N -0.7522 0.6981 -1.6236
O -1.4784 -1.6035 -0.7032
Cl -2.4116 -1.5181 -2.0553
H 1.2470 -0.5417 0.1989
H -0.1827 -0.6738 1.2877
H 0.4294 0.9228 1.0578
H -1.4246 0.4092 -2.3933
```

The LUMO energy comes out at 0.53 eV. The frontier orbital gap comes out at 10.277 eV. Its total charge is 0. Its HOMO energy is -9.748 eV. The calculation puts the molar mass at 93.5 g/mol.

=====

*x*
Formula: C2H4ClNO
Source: the OMol25 dataset
Level of theory: ωB97M-V/def2-TZVPD

Geometry as XYZ:
```
9
Properties=species:S:1:pos:R:3
O 2.0944 0.4271 0.4621
C 1.0054 0.9182 0.2993
C -0.2785 -0.1605 0.0146
N -0.0612 -1.5469 0.3409
Cl 0.0133 -1.8580 2.0077
H 0.9154 1.9905 0.1234
H -1.1827 -0.0169 0.5870
H -0.5604 -0.2645 -1.0209
H 0.6404 -2.1107 -0.1045
```

The LUMO energy comes out at 0.82 eV. The frontier orbital gap comes out at 9.769 eV. As for the SMILES: O=CCNCl. Its total charge is 0. Its HOMO energy is -8.951 eV. The calculation puts the molar mass at 93.5 g/mol.

=====

Most stable: *x* (next structure +20.0 kcal/mol)

=====

*w*
Formula: C2H4ClNO
Source: the OMol25 dataset
Level of theory: ωB97M-V/def2-TZVPD

Geometry as XYZ:
```
9
Properties=species:S:1:pos:R:3
C -1.0205 -0.0360 -0.0147
C 0.1912 -1.0094 -0.0362
H 0.2598 1.8949 0.5119
H -1.3334 2.1212 0.8427
H -0.0458 -1.6716 -0.6980
H 0.1803 -1.3035 1.0035
N -0.7551 1.3713 -0.2704
O -2.1517 -0.5879 0.0523
Cl 1.6714 0.0197 0.0071
```

The LUMO energy comes out at -0.48 eV. The frontier orbital gap comes out at 9.704 eV. Its total charge is 0. Its HOMO energy is -10.187 eV. The calculation puts the molar mass at 93.5 g/mol.

=====

*x*
Formula: C2H4ClNO
Source: the OMol25 dataset
Level of theory: ωB97M-V/def2-TZVPD

Geometry as XYZ:
```
9
Properties=species:S:1:pos:R:3
C 2.0227 0.8703 0.3102
N 2.8067 0.0929 -0.0548
O 3.6757 -0.6928 -0.1816
H 1.0334 1.0482 0.6002
C -1.9904 -0.4323 -0.1136
Cl -1.3943 1.2953 -0.1321
H -1.9790 -0.8582 0.9583
H -2.9100 -0.3900 -0.7835
H -1.2648 -0.9334 -0.6031
```

The LUMO energy comes out at 0.69 eV. The frontier orbital gap comes out at 10.676 eV. As for the SMILES: C#[N+][O-].CCl. Its total charge is 0. Its HOMO energy is -9.987 eV. The calculation puts the molar mass at 93.5 g/mol.

=====

Most stable: *x* (next structure +22.1 kcal/mol)